# 1
Density functional theory data (the ωB97M-V functional and the def2-TZVPD basis) for a structure of composition C12H17N3 in a non-equilibrium geometry.

Last column: Mulliken charge in e.
Atoms and positions in Å:
C  2.75  2.26  0.61  -0.810
C  1.64  3.05  0.17  -0.477
C  2.74  1.12  -0.10  -0.401
C  0.98  2.27  -0.80  -0.327
C  -0.24  -2.07  -1.30  -0.991
C  -0.23  -3.23  -0.64  -0.523
C  0.21  -2.38  1.43  -0.237
C  0.84  -1.17  0.81  -0.482
C  -0.03  -0.83  -0.49  1.493
C  -3.21  1.03  0.58  -1.205
C  -1.04  0.17  -0.30  -1.328
C  -2.42  -0.22  0.31  -0.617
N  -0.16  -3.37  0.73  -0.543
N  1.67  1.14  -0.98  0.805
N  1.25  0.08  -1.67  -1.132
H  3.49  2.69  1.20  0.552
H  1.35  4.02  0.38  0.524
H  3.42  0.22  -0.08  0.306
H  0.09  2.53  -1.45  0.384
H  -0.34  -1.96  -2.32  0.557
H  -0.38  -4.11  -1.07  0.664
H  0.27  -2.46  2.56  0.303
H  0.96  -0.31  1.46  0.353
H  1.84  -1.48  0.41  0.264
H  -3.42  1.55  -0.38  0.290
H  -2.63  1.55  1.36  0.332
H  -4.19  0.62  1.05  0.345
H  -0.70  0.99  0.29  0.226
H  -1.29  0.56  -1.31  0.504
H  -2.99  -1.00  -0.15  0.539
H  -2.24  -0.69  1.30  0.279
H  2.00  -0.60  -1.63  0.353

Summary:
HOMO level   -8.0 eV
DFT total energy   -17185.4887 eV
HOMO-LUMO gap   8.026 eV
Energy above the lowest of the compared OMol25 structures with the same formula, charge and spin   455.6 kJ/mol
LUMO level   0.1 eV
Charge   0


# 2
Density functional theory data (the ωB97M-V functional and the def2-TZVPD basis) for the molecule C23H40N2O3 in a non-equilibrium geometry.

Last column: Mulliken charge in e.
Atoms and positions in Å:
C  0.81  -1.40  4.42  -0.858
C  0.00  -1.44  3.39  0.163
C  -0.29  -2.66  2.59  -0.671
O  -0.14  -2.42  1.21  -0.153
C  1.10  -2.90  0.77  -1.450
C  1.25  -2.56  -0.67  1.300
C  1.19  -1.08  -0.90  -0.717
O  2.05  -0.32  -0.51  -0.709
N  0.14  -0.67  -1.65  0.507
C  -1.24  -1.19  -1.68  -1.242
C  -1.77  0.27  -1.64  2.220
C  -2.74  0.66  -2.73  -1.307
C  -3.18  2.11  -2.64  -0.494
C  -3.66  2.40  -1.25  -1.165
N  -2.64  2.08  -0.30  0.413
C  -1.90  3.10  0.22  0.162
O  -2.13  4.25  -0.08  -0.680
C  -0.89  2.79  1.29  2.186
C  -1.64  2.78  2.60  -2.280
C  0.23  3.78  1.25  0.606
C  0.95  3.74  -0.07  -1.444
C  1.20  3.52  2.39  -1.573
C  -2.34  0.67  -0.31  -2.188
C  -0.29  0.72  -1.81  -0.291
C  2.51  -3.14  -1.27  1.620
C  2.64  -2.61  -2.68  -1.804
C  2.38  -4.65  -1.33  -1.892
C  3.75  -2.77  -0.49  -1.710
H  0.97  -0.48  4.97  0.291
H  1.34  -2.28  4.76  0.262
H  -0.51  -0.54  3.07  0.156
H  0.34  -3.49  2.91  0.417
H  -1.34  -2.95  2.75  0.303
H  1.91  -2.44  1.36  0.501
H  1.14  -3.99  0.91  0.413
H  0.41  -3.03  -1.20  0.774
H  -1.46  -1.70  -2.62  0.298
H  -1.49  -1.79  -0.81  0.321
H  -2.27  0.48  -3.70  0.478
H  -3.63  0.01  -2.68  0.332
H  -2.34  2.78  -2.87  0.314
H  -3.96  2.33  -3.38  0.411
H  -3.96  3.42  -1.12  0.537
H  -4.53  1.76  -1.03  0.434
H  -0.44  1.79  1.13  -0.542
H  -2.50  2.11  2.56  0.386
H  -1.00  2.46  3.42  0.524
H  -2.01  3.78  2.82  0.369
H  -0.20  4.78  1.38  0.269
H  1.42  2.76  -0.23  0.195
H  0.28  3.95  -0.90  0.324
H  1.74  4.49  -0.09  0.518
H  1.58  2.49  2.36  0.278
H  2.05  4.20  2.30  0.439
H  0.74  3.69  3.37  0.370
H  -3.28  0.12  -0.16  0.280
H  -1.69  0.38  0.52  0.511
H  0.09  1.38  -1.04  -0.533
H  -0.07  1.08  -2.81  0.318
H  2.81  -1.53  -2.69  0.348
H  3.48  -3.09  -3.19  0.527
H  1.73  -2.80  -3.27  0.293
H  2.36  -5.10  -0.33  0.380
H  1.47  -4.96  -1.86  0.382
H  3.24  -5.07  -1.86  0.481
H  3.72  -3.18  0.53  0.335
H  4.63  -3.19  -0.99  0.469
H  3.87  -1.69  -0.42  0.285

Summary:
HOMO level   -9.1 eV
SMILES string   C=CCOC[C@@H](C(=O)N1CC2(CCCN(C(=O)[C@H](C)C(C)C)C2)C1)C(C)(C)C
DFT total energy   -33622.7833 eV
HOMO-LUMO gap   9.722 eV
Energy above the lowest of the compared OMol25 structures with the same formula, charge and spin   214.1 kJ/mol
LUMO level   0.6 eV
Charge   0


# 3
Density functional theory data (the ωB97M-V functional and the def2-TZVPD basis) for the molecule C5H11N.

Last column: Mulliken charge in e.
Atoms and positions in Å:
C  0.02  -0.41  -1.92  -1.217
C  -0.09  0.63  -0.82  -0.548
N  0.05  0.04  0.52  0.463
C  0.54  0.94  1.58  -0.570
C  1.43  -0.19  1.18  -0.490
C  -0.96  -0.96  0.86  -1.038
H  0.09  0.09  -2.90  0.382
H  0.92  -1.02  -1.79  0.333
H  -0.85  -1.07  -1.95  0.332
H  0.72  1.37  -0.91  0.426
H  -1.04  1.17  -0.88  0.335
H  0.64  1.98  1.22  0.247
H  -0.02  0.89  2.51  0.202
H  2.15  0.18  0.44  0.135
H  -0.72  -1.89  0.35  0.342
H  -1.96  -0.61  0.57  0.332
H  -0.92  -1.14  1.93  0.333

Summary:
HOMO level   -7.2 eV
DFT total energy   -6850.0126 eV
HOMO-LUMO gap   8.057 eV
Energy above the lowest of the compared OMol25 structures with the same formula, charge and spin   339.2 kJ/mol
LUMO level   0.9 eV
Charge   0


# 4
Density functional theory data (the ωB97M-V functional and the def2-TZVPD basis) for a structure of composition C26H22BF4KN7.

Last column: Mulliken charge in e.
Atoms and positions in Å:
K  -1.19  1.17  -1.44  1.080
C  -1.74  -1.31  5.48  -1.558
C  -1.15  -0.66  4.26  0.613
C  0.16  -0.90  3.85  -1.217
C  0.69  -0.34  2.71  0.541
C  -0.05  0.52  1.85  -0.408
N  0.42  1.00  0.67  -0.205
C  1.76  1.26  0.53  0.020
C  2.54  1.85  1.55  -0.123
C  3.86  2.18  1.40  -0.978
C  4.54  1.96  0.20  0.625
C  5.98  2.35  0.02  -1.524
C  3.81  1.39  -0.82  -0.097
C  2.47  1.04  -0.68  -0.520
N  1.88  0.40  -1.82  1.440
C  2.20  -0.83  -2.29  -0.398
C  1.58  -0.99  -3.51  -0.933
C  0.90  0.23  -3.70  -0.227
N  1.10  1.07  -2.70  -1.237
C  -1.38  0.76  2.30  -0.615
C  -1.89  0.18  3.45  -0.015
N  -2.27  1.65  1.61  1.173
C  -2.68  2.86  2.04  -0.278
C  -3.64  3.32  1.16  -0.911
C  -3.75  2.28  0.22  -0.204
N  -2.93  1.28  0.50  -1.105
H  -0.96  -1.56  6.21  0.380
H  -2.27  -2.24  5.25  0.259
H  -2.45  -0.65  5.97  0.363
H  0.80  -1.55  4.44  0.328
H  1.72  -0.56  2.44  0.499
H  2.05  2.05  2.50  0.444
H  4.39  2.63  2.23  0.347
H  6.52  2.33  0.97  0.375
H  6.09  3.36  -0.39  0.264
H  6.50  1.67  -0.66  0.359
H  4.27  1.19  -1.79  0.370
H  2.84  -1.48  -1.71  0.541
H  1.59  -1.85  -4.15  0.451
H  0.24  0.53  -4.51  0.511
H  -2.93  0.41  3.70  0.381
H  -2.24  3.29  2.93  0.478
H  -4.16  4.25  1.19  0.402
H  -4.36  2.22  -0.68  0.498
N  -0.81  -6.90  -1.96  -0.509
C  -0.86  -5.76  -1.83  -0.053
C  -0.93  -4.33  -1.66  0.644
C  -0.33  -3.72  -0.56  -0.786
C  -0.42  -2.34  -0.45  -0.154
N  -1.04  -1.59  -1.35  0.369
C  -1.62  -2.17  -2.40  -0.757
C  -1.59  -3.55  -2.60  -0.755
H  0.18  -4.30  0.20  0.504
H  0.02  -1.82  0.38  0.246
H  -2.13  -1.53  -3.11  0.627
H  -2.07  -3.99  -3.46  0.534
F  -2.65  1.28  -3.31  -0.312
B  -3.47  0.85  -4.41  0.343
F  -3.39  -0.56  -4.47  -0.397
F  -4.78  1.26  -4.16  -0.367
F  -2.97  1.41  -5.59  -0.370

Summary:
HOMO level   -4.3 eV
DFT total energy   -65630.8962 eV
HOMO-LUMO gap   6.439 eV
Energy above the lowest of the compared OMol25 structures with the same formula, charge and spin   1.0 kJ/mol
LUMO level   2.1 eV
Charge   -1